No. 1
{
  "formula": "C6H10O",
  "method": "the ωB97M-V functional and the def2-TZVPD basis",
  "elements": ["O", "C", "C", "C", "C", "C", "C", "H", "H", "H", "H", "H", "H", "H", "H", "H", "H"],
  "positions_angstrom": [[0.5327, -0.2989, 1.4080], [-0.6381, -0.9426, 0.8765], [-1.1754, 0.3357, -0.7879], [1.9060, 0.9383, -0.2314], [-1.7787, 0.0457, 0.6140], [-0.1143, -0.7722, -0.5666], [1.1891, -0.3448, 0.1214], [-0.0592, -1.5731, -1.3062], [-0.7771, 1.3451, -0.9267], [-2.7589, -0.4401, 0.5620], [-0.8460, -1.8995, 1.3664], [1.9087, -1.1782, 0.1117], [-1.8581, 0.1231, -1.6152], [2.6849, 1.1408, 0.5115], [2.3852, 0.8499, -1.2132], [-1.8239, 0.8778, 1.3220], [1.2231, 1.7929, -0.2464]],
  "forces_ev_per_angstrom": [[0.0262, 0.0452, 0.1294], [-0.2574, -0.2272, 0.0985], [-0.0087, 0.1224, -0.1268], [-0.0312, 0.0265, 0.0165], [-0.0934, 0.0313, 0.0953], [0.0602, -0.0855, -0.1441], [0.2531, 0.0656, -0.2295], [-0.0036, 0.1255, 0.1269], [-0.0498, -0.1678, 0.0053], [0.1499, 0.0671, 0.0166], [0.0219, 0.1372, -0.0633], [-0.0883, 0.0905, 0.0138], [0.1110, 0.0380, 0.1292], [-0.1059, -0.0334, -0.1021], [-0.0758, -0.0005, 0.1267], [0.0086, -0.1082, -0.1021], [0.0834, -0.1267, 0.0096]],
  "smiles": "C[C@H]1O[C@H]2CC[C@H]21",
  "e_above_lowest_kj_mol": 128.0,
  "spin_multiplicity": 1
}

***

No. 2
{
  "formula": "CH4O2SSi",
  "method": "the ωB97M-V functional and the def2-TZVPD basis",
  "elements": ["S", "Si", "O", "O", "C", "H", "H", "H", "H"],
  "positions_angstrom": [[-1.4638, 0.9190, 0.0452], [1.3135, -0.4597, 0.0645], [-0.9520, 1.9209, 0.9122], [-2.8552, 0.9578, -0.4146], [-0.5113, -0.3266, -0.2901], [2.2819, -0.0949, -0.9760], [1.5833, 0.1119, 1.3902], [1.5066, -1.9045, 0.2784], [-0.9031, -1.1239, -1.0098]],
  "forces_ev_per_angstrom": [[-1.7053, -1.3413, -1.0381], [-0.1239, -0.6425, 0.9889], [0.2010, 0.5824, 0.2852], [2.2180, -0.1374, 0.6497], [-0.5991, -0.5765, -1.6065], [-0.1809, 0.3933, -0.1863], [0.1339, 0.4079, -0.1030], [-0.0318, -0.1738, -0.1641], [0.0881, 1.4879, 1.1741]],
  "smiles": "O=S(=O)=C[SiH3]",
  "e_above_lowest_kj_mol": 124.3,
  "spin_multiplicity": 1
}

***

No. 3
{
  "formula": "C33H48BBiN7O2PSSi2",
  "method": "the ωB97M-V functional and the def2-TZVPD basis",
  "elements": ["Bi", "S", "P", "Si", "Si", "O", "O", "N", "N", "N", "N", "N", "N", "N", "C", "C", "C", "C", "C", "C", "C", "C", "C", "C", "C", "C", "C", "C", "C", "C", "C", "C", "C", "C", "C", "C", "C", "C", "C", "C", "C", "C", "C", "C", "C", "C", "C", "B", "H", "H", "H", "H", "H", "H", "H", "H", "H", "H", "H", "H", "H", "H", "H", "H", "H", "H", "H", "H", "H", "H", "H", "H", "H", "H", "H", "H", "H", "H", "H", "H", "H", "H", "H", "H", "H", "H", "H", "H", "H", "H", "H", "H", "H", "H", "H", "H"],
  "positions_angstrom": [[-0.5191, -0.3773, -0.7123], [-2.5643, -0.1212, 0.8576], [2.1587, 0.1933, -4.4922], [-0.1214, 2.2321, -0.3305], [-5.7786, 0.9204, 1.7000], [1.1467, -2.0608, 1.7519], [0.5372, 0.0211, 2.4159], [0.5704, 2.4035, -5.1915], [-0.5312, 0.8878, -4.0178], [0.4876, -2.0742, -4.1019], [2.0124, -2.2958, -5.6947], [3.6273, 0.8417, -2.1798], [2.2551, -0.8644, -1.8751], [-3.4871, -0.3770, -1.5877], [4.3017, 1.9685, -2.7855], [2.0943, -1.0406, 5.5818], [0.8282, 3.1529, -1.7218], [4.5086, -2.6033, 6.6051], [0.3808, -3.3075, -4.6593], [1.5302, -1.8837, 3.0563], [-4.4018, -0.3783, -2.5513], [1.6579, 3.1291, -5.8082], [3.0397, -0.7161, -0.7666], [3.1676, -3.2398, 6.2103], [-7.3200, -0.1088, 2.0858], [-6.2922, 2.7269, 1.4618], [0.8257, 2.8223, 1.2080], [1.1582, -0.6103, 3.4599], [3.1124, -1.9747, -6.5802], [1.4402, -0.1589, 4.7297], [0.6381, 1.2031, -4.5287], [3.8836, 0.3456, -0.9320], [-1.8162, 3.0862, -0.2601], [1.4733, -1.4750, -4.7307], [2.2781, -3.3946, 7.4532], [2.1813, -2.7599, 3.8993], [-0.7103, 2.8572, -5.0611], [-3.8428, -0.0443, -0.3443], [-5.7205, -0.0320, -2.3333], [-4.6316, 0.8320, 3.1892], [-5.1607, 0.3371, 0.0008], [2.6176, 0.0870, -2.7175], [1.3158, -3.4674, -5.6484], [3.4422, -4.6348, 5.6452], [-1.3753, 1.9078, -4.3341], [2.4640, -2.3339, 5.1974], [-6.0813, 0.3277, -1.0417], [0.5324, -0.8732, 1.3513], [2.7462, -4.0653, 8.1769], [2.8530, -1.1445, -7.2369], [1.3014, 2.4760, -2.4296], [1.8325, 2.3977, 1.2436], [-7.1112, 0.6053, -0.8387], [2.3182, -0.6919, 6.5816], [-1.0284, 3.7925, -5.4904], [2.4518, -3.7421, 3.5393], [-6.7926, 3.1067, 2.3557], [-6.4396, -0.0353, -3.1407], [-1.7168, 4.1680, -0.1408], [-7.7474, 0.1736, 3.0502], [-6.9787, 2.8397, 0.6201], [2.9498, -1.3938, 0.0661], [0.3173, 2.5324, 2.1257], [-4.0401, -0.6743, -3.5318], [0.1595, 3.8077, -2.2851], [4.6369, 0.7750, -0.2929], [3.9113, 2.1195, -3.7893], [4.1320, 2.8746, -2.2051], [-7.0826, -1.1737, 2.1254], [1.3891, 3.4277, -6.8208], [5.0401, -3.2432, 7.3129], [5.3731, 1.7805, -2.8565], [-0.3593, -4.0123, -4.3173], [1.6119, 3.7792, -1.2894], [-5.1765, 1.1336, 4.0878], [0.9197, 3.9114, 1.1941], [1.1678, 0.8374, 5.0515], [-2.4062, 2.7044, 0.5733], [1.5418, -4.2917, -6.3032], [3.3524, -2.8436, -7.1879], [1.9025, 4.0211, -5.2286], [-5.4236, 3.3600, 1.2689], [4.3626, -1.6278, 7.0697], [-2.3863, 2.8961, -1.1743], [1.3094, -3.8122, 7.1734], [4.1086, -4.5882, 4.7822], [2.1048, -2.4368, 7.9432], [3.9216, -5.2534, 6.4051], [2.5364, 2.4898, -5.8472], [3.9942, -1.6934, -6.0060], [-3.7722, 1.4906, 3.0699], [-8.0954, 0.0295, 1.3292], [-4.2470, -0.1761, 3.3408], [-2.4050, 1.8875, -4.0179], [5.1359, -2.4657, 5.7226], [2.5142, -5.1276, 5.3497]],
  "forces_ev_per_angstrom": [[-0.0702, -0.4663, -0.1734], [0.0028, -0.0130, 0.3678], [-0.2622, -0.1552, 0.2069], [0.1769, 1.4317, 0.1067], [-0.3761, 0.2064, 0.1105], [0.0242, -0.2459, -0.3528], [-0.0779, 0.2540, 0.1040], [0.0833, -0.0990, 0.0897], [0.0000, -0.0282, 0.2133], [-0.0025, 0.1633, 0.0627], [-0.0276, 0.1338, 0.1429], [-0.1500, -0.0323, -0.0612], [0.0164, 0.1309, -0.0817], [0.0068, 0.0510, 0.0092], [0.0544, 0.1193, -0.0323], [-0.0120, 0.0236, -0.0174], [-0.0293, -0.2878, -0.0457], [-0.0673, -0.0362, -0.0122], [-0.0154, -0.0622, -0.0279], [-0.0487, 0.4040, 0.3028], [0.0783, 0.0344, 0.0029], [0.0785, 0.1798, -0.0384], [0.0136, 0.1045, -0.0352], [0.0344, 0.0000, 0.0467], [0.1646, 0.1348, -0.0850], [0.0287, -0.2477, 0.0600], [-0.1204, -0.4164, 0.0450], [0.1871, -0.4180, -0.0109], [0.1096, 0.0309, -0.0716], [-0.0693, 0.1090, -0.0681], [-0.0139, -0.0899, -0.0212], [0.0680, -0.0569, 0.0359], [0.0086, -0.3288, -0.0617], [0.0996, -0.0057, -0.1638], [0.0330, -0.0067, -0.0598], [-0.0459, -0.0813, -0.2109], [-0.0586, 0.0426, -0.0041], [-0.0869, -0.0399, -0.3006], [-0.0474, 0.0048, -0.0119], [0.0040, -0.0797, -0.2861], [0.3979, -0.0633, 0.2204], [0.1128, -0.1934, -0.0272], [0.0016, 0.0037, 0.0093], [-0.0412, 0.1031, -0.0098], [0.0606, -0.0776, 0.0094], [0.0128, 0.0063, 0.0554], [-0.0796, 0.0173, 0.1277], [-0.0762, 0.1344, 0.1111], [0.0199, 0.0074, -0.0020], [-0.0139, -0.0387, -0.0167], [0.0417, -0.0373, -0.0934], [-0.0090, -0.0164, -0.0010], [-0.0057, 0.0224, -0.0383], [0.0207, -0.0603, 0.0202], [0.0203, -0.0022, 0.0132], [-0.0114, -0.0070, 0.0298], [0.0018, 0.0021, 0.0126], [-0.0012, -0.0244, -0.0002], [0.1602, -0.0021, -0.0375], [0.0202, 0.0347, 0.0101], [0.0008, -0.0138, -0.0051], [0.0413, 0.0583, 0.0494], [0.0065, -0.0152, 0.0531], [-0.0599, 0.0420, -0.0121], [-0.0626, -0.0756, -0.0058], [-0.0198, 0.0178, -0.0081], [0.0107, 0.0014, 0.0055], [-0.0340, -0.0043, 0.0046], [0.0335, -0.0012, -0.0041], [0.0050, -0.0245, 0.0015], [0.0014, 0.0062, 0.0088], [-0.0151, -0.0199, 0.0197], [0.0189, -0.0194, -0.0335], [-0.0140, -0.0166, 0.1006], [-0.0930, 0.0096, -0.0651], [-0.0822, 0.0069, -0.1437], [-0.0232, -0.0077, -0.0187], [-0.0089, -0.0023, 0.0208], [0.0091, 0.0187, -0.0044], [-0.0500, -0.0298, 0.0263], [-0.0289, -0.0172, 0.0056], [0.0296, -0.0271, -0.0095], [0.0163, 0.0057, 0.0105], [0.0041, 0.0019, -0.0022], [-0.0107, -0.0030, 0.0315], [-0.0083, -0.0465, -0.0164], [-0.0156, -0.0012, 0.0176], [0.0118, 0.0187, 0.0170], [-0.0295, -0.0114, -0.0691], [0.0080, -0.0413, -0.0203], [0.0195, 0.0175, -0.0008], [0.0057, -0.0102, -0.0063], [0.0007, -0.0231, 0.0316], [-0.0439, 0.0757, -0.0314], [0.0296, -0.0029, 0.0159], [0.0234, -0.0368, -0.0296]],
  "spin_multiplicity": 1
}

***

No. 4
{
  "formula": "C6H7BrCl2N2O",
  "method": "the ωB97M-V functional and the def2-TZVPD basis",
  "elements": ["Br", "Cl", "Cl", "O", "N", "N", "C", "C", "C", "C", "C", "C", "H", "H", "H", "H", "H", "H", "H"],
  "positions_angstrom": [[-3.6595, 0.7166, -0.6195], [-1.6188, -4.0972, 1.1026], [1.0355, -1.4587, 1.6371], [0.1633, 1.1563, -0.5533], [-1.1979, -0.2208, 0.6987], [-2.7356, -1.7776, 0.3649], [-1.5771, -2.3655, 0.8241], [1.5395, 1.3222, -0.4940], [-2.4909, -0.5420, 0.2086], [-0.5986, 1.0645, 0.6345], [2.1878, 0.4509, -1.5377], [-0.6363, -1.4361, 0.9944], [1.9122, 0.9828, 0.5547], [0.0694, 1.1912, 1.5057], [1.7169, 0.5593, -2.5159], [3.1989, 0.8285, -1.6112], [-1.3083, 1.9061, 0.6945], [2.2364, -0.5978, -1.2290], [1.7631, 2.3172, -0.6592]],
  "forces_ev_per_angstrom": [[0.6659, -0.5558, 0.6074], [0.4624, 1.2108, -0.0727], [-1.8235, -0.3214, -0.6611], [-1.9222, -0.0683, 0.0353], [-2.6758, 0.3385, -1.2355], [-0.2692, -1.3094, -0.5114], [-1.5252, -1.7534, -0.0319], [0.5522, -2.7639, 2.0851], [1.4782, 1.4301, 0.7718], [1.9508, 0.9277, 0.0891], [0.4110, 0.0684, 0.1303], [2.5928, 0.8384, 1.3370], [-0.3652, 0.8015, -1.5816], [-0.1829, -0.1975, -0.2290], [-0.0815, -0.0615, 0.1330], [0.4938, -0.1557, -0.2714], [-0.2270, -0.8190, -0.2436], [-0.2036, 0.1511, -0.1695], [0.6689, 2.2394, -0.1814]],
  "smiles": "CCOCn1c(Br)nc(Cl)c1Cl",
  "spin_multiplicity": 1
}

***

Values for gap between HOMO and LUMO, eV, ordered as above
10.536 10.237 7.596 9.541